Molecular formula: C6H12
Method: DFT, the ωB97M-V functional and the def2-TZVPD basis

- Orbital gap: 8.5 eV
- ΔE to the lowest compared entry with this formula, charge and spin: 89.6 kcal per mole
- HOMO: -8.002 eV
- LUMO level: 0.54 eV
- Calculated total energy: -6413.054 eV

Structure (ORCA input):
```
! wB97M-V def2-TZVPD RIJCOSX def2/J DEFGRID3
* xyz 0 1
C 2.018 -0.065 0.903
C 1.196 0.844 0.064
C -0.114 1.183 0.699
C -1.319 0.839 -0.201
C -1.383 -0.670 -0.456
C -0.158 -1.152 -1.246
H 1.483 -0.739 1.596
H 2.571 0.658 1.532
H 2.779 -0.616 0.340
H 0.635 -0.378 -1.247
H -0.093 2.278 0.809
H -0.286 0.738 1.698
H -2.236 1.190 0.288
H -1.231 1.373 -1.155
H -1.445 -1.183 0.513
H -2.305 -0.919 -0.993
H 0.274 -2.073 -0.841
H -0.385 -1.311 -2.304
*
```



Molecular formula: C6H12
Method: DFT, the ωB97M-V functional and the def2-TZVPD basis

- Orbital gap: 10.3 eV
- SMILES string: C/C=C/C.C=C
- ΔE to the lowest compared entry with this formula, charge and spin: 42.2 kcal per mole
- HOMO: -9.045 eV
- LUMO level: 1.27 eV
- Calculated total energy: -6415.111 eV

Structure (ORCA input):
```
! wB97M-V def2-TZVPD RIJCOSX def2/J DEFGRID3
* xyz 0 1
C -1.660 1.698 0.995
C -1.022 0.368 0.722
C 0.016 -0.132 1.390
C 0.641 -1.470 1.124
H -1.101 2.259 1.752
H -2.689 1.575 1.356
H -1.712 2.310 0.086
H -1.453 -0.221 -0.090
H 0.456 0.460 2.196
H 0.499 -2.149 1.973
H 1.723 -1.379 0.964
H 0.207 -1.938 0.234
C 1.174 -0.874 -2.282
C 0.872 0.384 -1.982
H 1.953 -1.414 -1.748
H 0.652 -1.420 -3.063
H 1.383 0.921 -1.188
H 0.088 0.927 -2.505
*
```



Molecular formula: C6H12
Method: DFT, the ωB97M-V functional and the def2-TZVPD basis

- Orbital gap: 10.2 eV
- ΔE to the lowest compared entry with this formula, charge and spin: 92.2 kcal per mole
- HOMO: -9.015 eV
- LUMO level: 1.18 eV
- Calculated total energy: -6412.943 eV

Structure (ORCA input):
```
! wB97M-V def2-TZVPD RIJCOSX def2/J DEFGRID3
* xyz 0 1
C 2.860 -0.127 0.152
C 1.475 0.319 -0.196
C 0.325 -0.461 -0.016
C -1.045 0.039 -0.346
C -1.429 1.355 0.245
C -2.032 -1.110 0.102
H 3.478 -0.507 -0.747
H 3.386 0.393 0.776
H 2.895 -1.237 0.521
H 1.360 1.407 -0.914
H 0.427 -1.377 0.531
H -0.969 0.127 -1.358
H -2.494 1.713 -0.163
H -1.342 1.293 1.381
H -0.675 2.182 -0.007
H -3.278 -0.917 -0.401
H -1.854 -2.066 -0.341
H -1.852 -1.107 1.081
*
```



Molecular formula: C6H12
Method: DFT, the ωB97M-V functional and the def2-TZVPD basis

- Orbital gap: 8.4 eV
- ΔE to the lowest compared entry with this formula, charge and spin: 117.0 kcal per mole
- HOMO: -8.072 eV
- LUMO level: 0.36 eV
- Calculated total energy: -6411.865 eV

Structure (ORCA input):
```
! wB97M-V def2-TZVPD RIJCOSX def2/J DEFGRID3
* xyz 0 1
C -1.187 0.653 1.192
C -1.322 -0.690 0.475
C 0.039 -1.382 0.337
C 0.893 -0.710 -0.711
C 1.863 0.217 -0.433
C 0.631 1.723 -1.223
H -0.383 1.262 0.769
H -0.956 0.504 2.252
H -2.112 1.232 1.123
H -2.020 -1.337 1.020
H -1.732 -0.560 -0.536
H -0.101 -2.438 0.068
H 0.547 -1.388 1.313
H 0.782 -1.064 -1.732
H 2.150 0.369 0.611
H 2.657 0.422 -1.144
H 0.732 1.456 -2.288
H -0.482 1.730 -1.093
*
```



Molecular formula: C6H12
Method: DFT, the ωB97M-V functional and the def2-TZVPD basis

- Orbital gap (alpha / beta): 7.5 / 8.0 eV
- ΔE to the lowest compared entry with this formula, charge and spin: 149.7 kcal per mole
- HOMO (alpha / beta): -7.215 / -7.393 eV
- LUMO level (alpha / beta): 0.25 / 0.60 eV
- Calculated total energy: -6410.451 eV

Structure (ORCA input):
```
! wB97M-V def2-TZVPD RIJCOSX def2/J DEFGRID3
* xyz 0 1
C 1.508 0.650 0.657
C 1.578 -0.526 -0.151
C 0.085 -1.322 -0.430
C -0.779 -1.446 0.802
C -1.141 -0.669 -0.375
C -1.075 1.629 0.235
H 1.730 1.617 0.212
H -0.078 0.992 0.463
H 1.702 0.582 1.724
H 2.120 -1.358 0.305
H 1.933 -0.344 -1.168
H 0.308 -2.117 -1.135
H -0.378 -0.891 1.668
H -1.315 -2.359 1.063
H -2.004 -0.537 -1.009
H -1.974 1.344 0.782
H -1.301 1.812 -0.816
H -0.702 2.572 0.662
*
```



Molecular formula: C6H12
Method: DFT, the ωB97M-V functional and the def2-TZVPD basis

- Orbital gap: 11.1 eV
- SMILES string: CC[C@H]1C[C@H]1C
- ΔE to the lowest compared entry with this formula, charge and spin: 24.5 kcal per mole
- HOMO: -9.876 eV
- LUMO level: 1.24 eV
- Calculated total energy: -6415.880 eV

Structure (ORCA input):
```
! wB97M-V def2-TZVPD RIJCOSX def2/J DEFGRID3
* xyz 0 1
C 1.754 1.066 -0.358
C 1.373 -0.346 0.089
C 0.099 -0.915 -0.517
C -0.921 -1.571 0.379
C -1.267 -0.295 -0.336
C -1.518 0.989 0.420
H 2.096 1.087 -1.398
H 0.910 1.756 -0.273
H 2.565 1.451 0.271
H 1.294 -0.367 1.182
H 2.196 -1.029 -0.157
H 0.246 -1.392 -1.486
H -0.736 -1.493 1.450
H -1.395 -2.501 0.079
H -1.926 -0.423 -1.194
H -2.518 0.985 0.868
H -1.457 1.858 -0.246
H -0.795 1.141 1.229
*
```